Formula: C4H12NS2
Source: the OMol25 dataset
Level of theory: ωB97M-V/def2-TZVPD

Structure (XYZ):
```
19
Properties=species:S:1:pos:R:3:forces:R:3
C 1.414482 1.858908 0.321730 2.90 -1.73 1.73
C 1.323927 -0.124629 -1.011655 -0.17 -3.83 -2.06
C -1.782133 -2.366536 0.619044 0.78 -2.43 1.15
C -1.499995 0.338087 0.289220 0.23 -1.33 1.33
N 1.185131 0.381416 0.303198 -0.25 1.59 -0.63
S -1.579110 1.854409 -0.421478 0.07 0.46 -0.39
S -1.840120 -1.068587 -0.637734 0.27 0.64 1.75
H 1.314219 2.100144 1.366651 -0.05 0.67 0.34
H 2.455605 2.188219 0.000681 -1.18 -0.63 0.15
H 0.699191 2.367200 -0.227813 -1.05 0.85 -1.07
H 1.155526 -1.358655 -0.968022 0.79 3.18 -0.27
H 0.508011 0.185548 -1.719629 0.54 0.05 0.69
H 2.284337 0.117504 -1.568815 -0.88 -0.38 0.86
H -1.880444 -2.054130 1.667005 -0.53 0.63 -0.51
H -0.810781 -2.921496 0.703506 -0.40 0.80 -0.83
H -2.500961 -3.231687 0.468253 0.39 1.54 -0.33
H -1.373340 0.361739 1.444470 -0.65 -0.45 -2.14
H 1.821137 -0.116907 0.913106 -0.09 0.26 0.25
H -0.894680 1.489455 -1.541711 -0.69 0.11 -0.03
```
Positions in Å, forces in eV/Å.

Properties
Energy above the lowest of the compared OMol25 structures with the same formula, charge and spin   3.0766 eV
HOMO-LUMO gap   0.2907 Eh
Charge   +1
Calculated total energy   -1010.38242 a.u.
E_LUMO   -5.54 eV
Highest occupied orbital energy   -13.45 eV